(1)
DFT (the ωB97M-V functional and the def2-TZVPD basis) results for the ion FHNO2S with charge -1 in a non-equilibrium geometry.

Calculated values
- energy relative to the best compared isomer or geometry (same formula, charge and spin) (kJ/mol) = 292.7
- net charge = -1
- E_HOMO (hartree) = -0.143
- orbital gap (eV) = 8.18

Last column: Mulliken charge in e.
Positions of all 6 atoms, in Å:
1 N 0.77 -0.94 0.45  -0.29
2 O -1.19 0.95 -0.10  -0.60
3 O 1.19 1.46 0.06  -0.49
4 F 0.45 -2.18 -0.32  -0.28
5 S 0.47 0.33 -0.48  0.38
6 H -1.68 0.38 0.39  0.28

---

(2)
DFT (the ωB97M-V functional and the def2-TZVPD basis) results for a structure of composition C31H46HgNO21S2 in a non-equilibrium geometry.

Calculated values
- net charge = +1
- E_HOMO (hartree) = -0.401
- orbital gap (eV) = 5.39

Last column: Mulliken charge in e.
Positions of all 102 atoms, in Å:
1 Hg -0.35 -3.11 2.29  1.32
2 C -0.01 -0.05 0.49  1.04
3 O -0.55 -1.22 1.05  0.04
4 H -0.09 0.83 1.15  -0.63
5 H 1.04 -0.12 0.16  -0.13
6 H -0.59 0.18 -0.41  -0.42
7 C -3.90 0.61 -1.08  0.27
8 C -3.69 -0.68 -0.24  1.13
9 O -4.81 -1.48 -0.54  -0.45
10 S -5.88 -0.82 -1.54  1.28
11 O -6.79 -0.05 -0.76  -0.57
12 O -6.30 -1.78 -2.51  -0.59
13 O -4.73 0.18 -2.15  -0.52
14 H -2.96 0.93 -1.52  -0.55
15 H -4.48 1.39 -0.59  0.54
16 H -3.48 -0.41 0.79  -0.07
17 H -2.84 -1.22 -0.68  -0.47
18 C -2.54 1.30 2.85  1.12
19 C -1.27 1.49 3.67  0.63
20 O -1.56 2.49 4.64  -0.48
21 S -3.20 2.78 4.74  0.99
22 O -3.43 4.16 5.00  -0.54
23 O -3.76 1.76 5.57  -0.56
24 O -3.33 2.43 3.15  -0.27
25 H -3.15 0.45 3.17  0.47
26 H -2.40 1.21 1.78  -1.46
27 H -0.39 1.76 3.10  -0.41
28 H -1.15 0.58 4.25  0.17
29 C 4.05 2.52 2.07  -0.80
30 C 4.97 1.99 1.14  -0.38
31 C 4.56 1.65 -0.12  -0.76
32 C 3.24 1.84 -0.47  0.06
33 C 2.33 2.45 0.38  0.25
34 C 2.72 2.74 1.68  -0.66
35 N 2.82 1.40 -1.81  1.25
36 O 1.85 1.97 -2.25  -0.60
37 O 3.45 0.52 -2.36  -0.66
38 H 4.38 2.57 3.10  0.43
39 H 5.96 1.74 1.49  0.42
40 H 5.24 1.11 -0.77  0.50
41 H 1.28 2.53 0.13  0.44
42 H 1.98 3.05 2.41  0.56
43 O -1.19 -4.14 0.34  -0.65
44 C -1.55 -4.03 -0.82  0.09
45 O -2.77 -4.22 -1.20  -0.35
46 C -3.12 -3.88 -2.56  -0.22
47 C -1.72 -3.50 -3.13  -0.57
48 C -0.73 -3.43 -1.97  0.82
49 H -3.71 -2.97 -2.49  -0.05
50 H -3.60 -4.71 -3.05  0.36
51 H -1.77 -2.58 -3.70  0.18
52 H -1.47 -4.33 -3.79  0.43
53 H -0.48 -2.39 -1.76  -0.76
54 H 0.09 -4.11 -2.19  0.69
55 O -1.21 -0.35 -2.62  -0.31
56 C -0.54 -0.10 -3.58  0.19
57 O -0.80 0.97 -4.38  -0.41
58 C 0.10 1.06 -5.48  -0.46
59 C 0.70 -0.34 -5.61  -0.87
60 C 0.58 -0.93 -4.19  0.18
61 H 0.81 1.81 -5.12  0.24
62 H -0.44 1.36 -6.38  0.34
63 H 1.73 -0.36 -5.96  0.33
64 H 0.07 -0.96 -6.24  0.35
65 H 1.48 -0.75 -3.60  0.07
66 H 0.21 -1.95 -4.23  0.23
67 O 1.54 -2.19 3.30  -0.57
68 C 1.82 -1.20 3.93  0.01
69 O 1.41 -1.09 5.22  -0.36
70 C 1.57 0.26 5.70  -0.44
71 C 2.66 0.77 4.78  -0.75
72 C 2.41 0.11 3.45  1.27
73 H 1.96 0.34 6.71  0.38
74 H 0.62 0.80 5.69  0.09
75 H 3.63 0.41 5.14  0.39
76 H 2.68 1.86 4.85  0.38
77 H 3.25 0.19 2.77  0.42
78 H 1.60 0.55 2.86  -0.87
79 O 1.44 -3.74 0.88  -0.34
80 C 2.41 -3.52 0.19  -0.15
81 O 3.07 -4.50 -0.41  -0.42
82 C 4.33 -4.05 -0.94  -0.51
83 C 4.43 -2.56 -0.56  -0.75
84 C 3.04 -2.16 -0.09  2.11
85 H 4.36 -4.28 -2.00  0.37
86 H 5.17 -4.49 -0.41  0.27
87 H 4.78 -1.88 -1.34  0.34
88 H 5.08 -2.32 0.28  0.37
89 H 2.46 -1.59 -0.81  -0.73
90 H 3.02 -1.76 0.93  -0.65
91 O -3.87 2.32 0.77  -0.52
92 C -2.97 2.68 0.07  0.64
93 O -2.56 2.01 -1.02  -0.21
94 C -1.29 2.50 -1.48  1.20
95 C -1.20 3.92 -0.98  -0.73
96 C -2.04 3.86 0.30  -0.55
97 H -1.36 2.49 -2.57  0.19
98 H -0.47 1.86 -1.15  -0.90
99 H -1.47 4.69 -1.71  0.34
100 H -0.20 4.23 -0.67  0.30
101 H -2.73 4.71 0.37  0.45
102 H -1.46 3.89 1.22  0.14

---

(3)
DFT (the ωB97M-V functional and the def2-TZVPD basis) results for the molecule Cl2H2Si in a non-equilibrium geometry.

Calculated values
- energy relative to the best compared isomer or geometry (same formula, charge and spin) (kJ/mol) = 197.8
- spin multiplicity = 3
- ⟨S²⟩ = 2.01
- E_HOMO (alpha / beta) (hartree) = -0.177 / -0.415
- orbital gap (alpha / beta) (eV) = 5.47 / 5.74

Last column: Mulliken charge in e.
Positions of all 5 atoms, in Å:
1 Si -0.24 0.04 0.02  0.34
2 Cl 0.68 -1.74 -0.03  -0.19
3 Cl 1.56 1.32 -0.04  0.11
4 H -1.00 0.15 1.25  -0.13
5 H -1.00 0.24 -1.20  -0.13